28
Properties=species:S:1:pos:R:3 method="wB97M-V/def2-TZVPD" multiplicity=1 homo_lumo_gap_ev="6.0 / 6.6" e_tot_ev=-31546.8950 charge=0 molar_mass_g_mol=412.697 e_homo_ev="-8.5 / -8.5"
C 0.889 -2.050 1.717
C 0.969 -2.109 0.315
C -0.398 -2.123 -0.207
H 1.899 -2.103 -0.308
C -1.295 -2.013 0.919
C -0.490 -2.032 2.100
H -0.908 -1.949 3.138
H 1.759 -1.977 2.436
H -0.688 -2.048 -1.284
H -2.410 -1.916 0.877
Pb -0.072 0.219 0.443
Cl 0.987 1.678 2.610
C 0.108 2.919 -3.856
C -1.117 2.282 -4.199
C -0.808 1.052 -4.844
H -2.128 2.675 -4.006
C 0.609 0.930 -4.902
C 1.175 2.084 -4.291
H 2.250 2.297 -4.183
H 0.213 3.892 -3.352
H -1.536 0.326 -5.239
H 1.169 0.093 -5.348
B 0.008 0.012 5.723
C -0.069 -0.135 4.284
N -0.117 -0.009 3.140
H -0.992 0.574 6.108
H 0.995 0.575 6.101
H 0.000 -1.142 6.109